1.
This record from the OMol25 dataset describes a molecular structure, C35H22BrClF3N2O4SbTi at a distorted geometry. The level of theory is wB97M-V/def2-TZVPD.

Output
Multiplicity: 2
Charge: +1
E (hartree): -6180.70489
Kohn-Sham gap (alpha / beta) (eV): 6.83 / 7.47
Maximum force (hartree/bohr): 0.0232

CARTESIAN COORDINATES (ANGSTROEM)
Ti (-1.2998, 0.3982, 0.2844)
O (0.5161, 0.5790, 6.5300)
C (-0.0154, 1.0848, 5.4092)
O (-0.4041, 2.2113, 5.3510)
C (-0.1966, 0.1658, 4.2483)
C (-0.1175, -1.2180, 4.1217)
Cl (0.3597, -2.3847, 5.2620)
N (-0.4677, -1.5662, 2.8661)
N (-0.7649, -0.4613, 2.1691)
C (-0.6112, 0.5806, 2.9763)
C (-0.8228, 1.9192, 2.2790)
O (-0.0162, 2.8024, 2.3443)
O (-1.8709, 1.8518, 1.4635)
C (-0.5895, -2.8425, 2.2303)
C (-1.3536, -3.8395, 2.8112)
C (-1.4930, -5.0409, 2.1316)
C (-0.8948, -5.2231, 0.8931)
C (-0.1435, -4.2063, 0.3209)
C (0.0194, -3.0066, 0.9949)
H (0.7680, -0.3488, 6.4342)
H (-1.8536, -3.6792, 3.7560)
H (-2.0893, -5.8309, 2.5661)
H (-1.0197, -6.1617, 0.3715)
H (0.3223, -4.3487, -0.6448)
H (0.6337, -2.2110, 0.5839)
F (4.7279, 6.3467, -0.5372)
C (4.0649, 5.1883, -0.4842)
C (3.1159, 4.9228, -1.4556)
C (2.4310, 3.7215, -1.3989)
C (2.6884, 2.8022, -0.3855)
C (3.6473, 3.1091, 0.5812)
C (4.3480, 4.3028, 0.5384)
Sb (1.7953, 0.9051, -0.2112)
C (-0.0131, 1.4085, -1.3986)
C (-0.4032, 0.5766, -2.4660)
C (-1.4343, 0.9415, -3.3208)
C (-2.0864, 2.1411, -3.0904)
F (-3.0839, 2.4866, -3.8966)
C (-1.7386, 2.9934, -2.0522)
C (-0.6994, 2.6242, -1.2131)
C (2.7067, -0.1415, -1.8060)
C (3.1782, 0.5015, -2.9508)
C (3.7080, -0.2242, -4.0023)
C (3.7610, -1.6041, -3.8931)
F (4.2656, -2.3083, -4.9107)
C (3.3214, -2.2777, -2.7705)
C (2.7958, -1.5298, -1.7262)
H (2.9305, 5.6511, -2.2326)
H (1.6937, 3.5121, -2.1656)
H (3.8554, 2.4226, 1.3939)
H (5.0912, 4.5568, 1.2804)
H (0.1308, -0.3512, -2.6482)
H (-1.7347, 0.3223, -4.1548)
H (-2.2736, 3.9231, -1.9153)
H (-0.4119, 3.2873, -0.4038)
H (3.1428, 1.5818, -3.0256)
H (4.0841, 0.2531, -4.8965)
H (3.4070, -3.3540, -2.7217)
H (2.4738, -2.0511, -0.8307)
Br (-7.2190, -2.7157, -0.4644)
C (-5.5205, -1.9073, -0.3175)
C (-5.1373, -1.3393, 0.8889)
C (-3.8817, -0.7581, 0.9911)
C (-3.0121, -0.6977, -0.1077)
C (-3.4361, -1.2744, -1.3073)
C (-4.6757, -1.8897, -1.4162)
H (-5.8097, -1.3605, 1.7354)
H (-3.5998, -0.3214, 1.9446)
H (-2.7960, -1.2596, -2.1833)
H (-4.9926, -2.3402, -2.3467)

2.
This record from the OMol25 dataset describes a molecular structure, C16H16N11OSeTi. The level of theory is wB97M-V/def2-TZVPD.

Output
Multiplicity: 1
Charge: +1
E (hartree): -4547.61172
Kohn-Sham gap (eV): 7.12
Maximum force (hartree/bohr): 0.0062

CARTESIAN COORDINATES (ANGSTROEM)
Ti (-0.2559, -0.1142, -0.4772)
N (3.1036, -0.7399, 0.1533)
C (2.1769, -1.6198, 0.6256)
N (2.4065, -2.6096, 1.4520)
N (1.1969, -3.1914, 1.6364)
N (0.2836, -2.6036, 0.9733)
N (0.8663, -1.5620, 0.2886)
C (2.7617, 0.3348, -0.6160)
N (3.5892, 1.2147, -1.1103)
N (2.8022, 2.0841, -1.7924)
N (1.5751, 1.7691, -1.7316)
N (1.4847, 0.6188, -0.9662)
H (4.0745, -0.8755, 0.3900)
C (-2.4010, 3.4897, -1.3987)
C (-2.3559, 2.1584, -0.7424)
O (-1.2529, 1.5614, -0.6091)
N (-3.4468, 1.5888, -0.2696)
C (-3.4545, 0.2519, 0.3407)
C (-2.6110, 0.1278, 1.5917)
C (-3.2115, 0.2218, 2.8317)
C (-2.4432, 0.0961, 3.9811)
C (-1.0860, -0.1248, 3.8532)
C (-0.5510, -0.2317, 2.5838)
N (-1.2874, -0.1112, 1.4711)
H (-1.8575, 3.4239, -2.3409)
H (-1.8668, 4.2016, -0.7676)
H (-3.4157, 3.8398, -1.5687)
H (-4.3288, 2.0569, -0.4106)
H (-3.1501, -0.4892, -0.4025)
H (-4.4879, 0.0407, 0.6026)
H (-4.2782, 0.3865, 2.8980)
H (-2.9041, 0.1651, 4.9571)
H (-0.4416, -0.2341, 4.7130)
H (0.5032, -0.4321, 2.4534)
Se (-1.2812, -1.0350, -2.4004)
C (-0.1716, -2.5465, -2.8486)
C (0.6098, -2.4609, -3.9923)
C (1.3924, -3.5490, -4.3503)
C (1.3896, -4.6974, -3.5714)
C (0.5972, -4.7691, -2.4336)
C (-0.1960, -3.6924, -2.0660)
H (0.6148, -1.5597, -4.5909)
H (2.0066, -3.4946, -5.2389)
H (2.0042, -5.5416, -3.8535)
H (0.5911, -5.6652, -1.8277)
H (-0.8148, -3.7466, -1.1815)

3.
This record from the OMol25 dataset describes 2 unconnected molecules or ions with the total composition CH4FN at a distorted geometry. The level of theory is wB97M-V/def2-TZVPD.

Output
Multiplicity: 1
E (hartree): -195.02046
Kohn-Sham gap (eV): 9.64
Maximum force (hartree/bohr): 0.0824

CARTESIAN COORDINATES (ANGSTROEM)
C (0.0113, -0.4743, -0.0963)
N (0.0624, 0.8709, 0.1996)
F (0.0974, -1.2658, 0.9802)
H (0.6226, -0.8579, -0.9106)
H (-1.5532, -0.8450, -0.8001)
H (0.4358, 1.4680, -0.5180)
H (0.3236, 1.1042, 1.1453)

4.
This record from the OMol25 dataset describes 3 unconnected molecules or ions with the total composition C4H14N2 at a distorted geometry. The level of theory is wB97M-V/def2-TZVPD.

Output
Multiplicity: 1
E (hartree): -270.17789
Kohn-Sham gap (eV): 7.94
Maximum force (hartree/bohr): 0.0243

CARTESIAN COORDINATES (ANGSTROEM)
C (-0.8303, -1.2201, -0.9265)
C (-0.5853, -1.8836, -2.2656)
N (-0.2334, -1.6450, 0.1978)
H (0.1156, -0.2708, 0.9359)
H (0.6368, -2.1253, -0.0336)
H (-1.8667, -0.9112, -0.7837)
H (-0.3951, 0.2266, -1.2413)
H (-1.0361, -2.8807, -2.2612)
H (-1.0249, -1.3110, -3.0830)
H (0.4839, -2.0008, -2.4525)
C (1.6966, 1.2148, 1.0504)
C (-0.6673, 1.6531, 1.6094)
N (0.2963, 0.8457, 0.8671)
H (-0.0040, 0.8157, -0.2836)
H (2.3184, 0.5589, 0.4424)
H (1.9894, 1.1095, 2.0984)
H (1.8687, 2.2488, 0.7401)
H (-0.4898, 1.5763, 2.6848)
H (-1.6729, 1.2951, 1.3908)
H (-0.5999, 2.7039, 1.3138)

5.
This record from the OMol25 dataset describes a single C6H9NO3S molecule at a distorted geometry. The level of theory is wB97M-V/def2-TZVPD.

Output
Multiplicity: 1
E (hartree): -912.53201
Kohn-Sham gap (eV): 10.14
SMILES: C=C1O[C@H]1NS(=O)(=O)C1CC1
Maximum force (hartree/bohr): 0.0716

CARTESIAN COORDINATES (ANGSTROEM)
C (0.4291, -2.5085, -0.4874)
C (0.4916, -1.7982, 0.6389)
O (1.0592, -1.9242, 1.9184)
C (-0.0067, -0.9340, 1.6728)
N (0.1387, 0.4268, 1.7473)
S (1.0419, 1.2624, 0.5168)
O (2.0259, 0.4958, -0.1638)
O (1.4647, 2.4344, 1.1953)
C (-0.3791, 1.6462, -0.5333)
C (-0.4182, 1.0934, -1.8947)
C (-1.3147, 0.5563, -0.8406)
H (1.2433, -3.2380, -0.5697)
H (-0.3606, -2.3139, -1.2018)
H (-0.9846, -1.2682, 1.9549)
H (0.3983, 0.8074, 2.6812)
H (-0.8166, 2.6539, -0.3560)
H (0.4222, 0.3500, -2.2360)
H (-0.7419, 1.7928, -2.6273)
H (-2.3461, 0.9462, -0.9800)
H (-1.3463, -0.4806, -0.4348)

6.
This record from the OMol25 dataset describes a molecular structure, C38H46FLuN6O5PS3 at a distorted geometry. The level of theory is wB97M-V/def2-TZVPD.

Output
Multiplicity: 2
Charge: -2
E (hartree): -5051.99458
Kohn-Sham gap (alpha / beta) (eV): 4.45 / 6.21
Maximum force (hartree/bohr): 0.0676

CARTESIAN COORDINATES (ANGSTROEM)
Lu (1.0919, 1.1696, -0.4674)
N (2.3933, 1.2361, -2.6966)
C (3.4600, 2.2210, -2.6991)
C (3.3324, 3.2446, -1.5506)
O (4.2127, 4.1154, -1.4857)
N (2.3633, 3.0588, -0.6324)
C (2.1655, 4.0328, 0.4106)
C (0.8447, 3.8350, 1.0803)
O (0.3394, 4.6453, 1.8433)
O (0.2405, 2.6666, 0.8015)
H (2.7923, 0.3204, -2.8771)
H (1.7006, 1.3595, -3.4357)
H (3.4869, 2.7888, -3.6607)
H (4.4489, 1.7567, -2.6059)
H (2.2425, 5.0228, -0.0757)
H (2.9257, 3.9913, 1.1919)
N (1.0011, -1.0749, 3.6989)
C (-0.1212, -1.9315, 3.9187)
C (-0.5617, -2.2056, 5.2139)
C (-1.6139, -3.1353, 5.3556)
C (-2.2583, -3.6754, 4.2409)
C (-1.7881, -3.3949, 2.9736)
C (-0.7814, -2.4231, 2.7841)
S (-0.3520, -2.0712, 1.1992)
N (0.5189, -0.5906, 1.4204)
C (1.2279, -0.4522, 2.5264)
C (2.3906, 0.4650, 2.4669)
C (3.0818, 0.8632, 3.6118)
C (4.3037, 1.4773, 3.5314)
C (4.9013, 1.6610, 2.2897)
C (4.1441, 1.2533, 1.1521)
N (2.8522, 0.8030, 1.2619)
H (1.5738, -0.7907, 4.4942)
H (-0.1031, -1.6731, 6.0629)
H (-1.9025, -3.4339, 6.3557)
H (-3.1495, -4.2851, 4.3596)
H (-2.2075, -3.8958, 2.0828)
H (2.6215, 0.7736, 4.5668)
H (4.8298, 1.8087, 4.4332)
H (5.9205, 2.0388, 2.1530)
H (4.5754, 1.3203, 0.1647)
C (0.3342, -5.4932, -2.9034)
C (1.2646, -4.7187, -2.0479)
O (2.0531, -3.8754, -2.8884)
P (1.8793, -2.2436, -3.0128)
S (1.9808, -1.6250, -1.1301)
S (0.5167, -1.4913, -4.1822)
O (3.3099, -1.9374, -3.8346)
C (4.4418, -2.7968, -3.5489)
C (5.6532, -1.8800, -3.6176)
H (-0.2260, -6.2213, -2.2825)
H (0.8796, -6.1079, -3.6226)
H (-0.3142, -4.8229, -3.4736)
H (1.9990, -5.3658, -1.5595)
H (0.7212, -4.1591, -1.2551)
H (4.5002, -3.5776, -4.3445)
H (4.3378, -3.2714, -2.5385)
H (5.7185, -1.4048, -4.5858)
H (6.5209, -2.5202, -3.5280)
H (5.6121, -1.1600, -2.7926)
C (-3.1234, 3.2746, 1.8524)
C (-2.1784, 2.0868, 2.0276)
C (-1.6767, 2.0623, 3.5256)
C (-2.7460, 0.7907, 1.5991)
C (-3.5733, 0.1584, 2.5183)
C (-4.2550, -1.0316, 2.2151)
C (-4.1610, -1.5639, 0.9374)
C (-3.3906, -0.9029, -0.0350)
C (-3.4368, -1.4405, -1.4515)
C (-3.8251, -0.4300, -2.5496)
C (-2.2271, -2.2501, -1.8977)
C (-2.6122, 0.2337, 0.2920)
N (-1.6469, 0.8484, -0.5984)
C (-2.1143, 1.9266, -1.3237)
C (-3.4574, 2.4359, -1.3379)
C (-3.8548, 3.4162, -2.2131)
C (-2.9797, 3.8955, -3.2125)
C (-1.6264, 3.5438, -3.1130)
C (-1.2583, 2.5817, -2.2083)
F (0.1027, 2.0929, -2.3047)
H (-2.5609, 4.1993, 2.0002)
H (-4.0065, 3.1859, 2.5434)
H (-3.5122, 3.3309, 0.8257)
H (-1.2257, 2.3392, 1.4676)
H (-2.5492, 2.2046, 4.1984)
H (-0.9631, 2.9004, 3.6603)
H (-1.1527, 1.1221, 3.7487)
H (-3.6456, 0.5703, 3.5342)
H (-4.8241, -1.5017, 3.0188)
H (-4.6954, -2.5050, 0.6967)
H (-4.3056, -2.1290, -1.4017)
H (-2.9483, 0.1787, -2.8625)
H (-4.6853, 0.1791, -2.2861)
H (-4.0936, -0.9803, -3.4551)
H (-1.3302, -1.6127, -1.9981)
H (-2.4296, -2.6554, -2.8808)
H (-2.1200, -3.0775, -1.1942)
H (-4.1989, 1.9052, -0.7192)
H (-4.8683, 3.8443, -2.1686)
H (-3.3206, 4.5517, -4.0167)
H (-0.8501, 3.9979, -3.7437)

> Among the records above, which one has the highest maximum force?

CH4FN